Entry from the OMol25 dataset: C21H39F3N2O6PSZr as an isolated structure (ωB97M-V/def2-TZVPD).

## Properties
Charge: +3
Maximum force: 0.641 eV/Å
Relative energy (zero: lowest compared OMol25 entry of this formula, charge and spin): 0.235 eV
HOMO energy: -0.671 Ha
Orbital gap: 7.8 eV
2S+1: 1

Positions of all 74 atoms, in Å:
Zr (1.369, 0.327, -1.924)
C (3.956, -3.619, -1.117)
O (3.259, -3.375, -2.395)
C (2.438, -2.415, -2.511)
O (2.137, -1.591, -1.584)
N (1.833, -2.289, -3.700)
N (0.999, -1.168, -3.874)
H (3.225, -3.951, -0.386)
H (4.461, -2.709, -0.809)
H (4.663, -4.406, -1.348)
H (2.037, -2.906, -4.478)
H (0.050, -1.485, -4.081)
H (1.329, -0.648, -4.691)
O (0.999, 0.497, -0.030)
P (-0.439, 0.104, 0.590)
C (-1.310, 0.031, -1.027)
C (-2.789, -0.428, -1.055)
C (-3.451, -0.074, -2.399)
C (-2.438, -0.097, -3.543)
C (-1.403, 1.028, -3.356)
C (-1.177, 1.324, -1.865)
C (-0.995, 1.353, 1.756)
C (0.190, 1.772, 2.681)
C (-0.056, 3.171, 3.268)
C (-1.535, 3.359, 3.578)
C (-2.351, 3.401, 2.278)
C (-1.701, 2.576, 1.148)
C (-0.337, -1.550, 1.269)
C (-1.658, -1.918, 2.012)
C (-1.481, -1.807, 3.524)
C (-0.418, -2.792, 4.028)
C (0.720, -2.986, 3.012)
C (0.914, -1.731, 2.163)
H (-0.756, -0.805, -1.543)
H (-3.323, 0.059, -0.236)
H (-2.833, -1.502, -0.869)
H (-3.910, 0.916, -2.346)
H (-4.263, -0.772, -2.595)
H (-2.933, 0.016, -4.505)
H (-1.963, -1.088, -3.565)
H (-1.731, 1.945, -3.846)
H (-0.455, 0.789, -3.876)
H (-1.925, 2.027, -1.500)
H (-0.271, 1.942, -1.685)
H (-1.736, 0.808, 2.354)
H (1.139, 1.760, 2.140)
H (0.271, 1.049, 3.493)
H (0.277, 3.940, 2.567)
H (0.554, 3.282, 4.162)
H (-1.698, 4.273, 4.146)
H (-1.875, 2.541, 4.219)
H (-2.453, 4.428, 1.929)
H (-3.361, 3.031, 2.456)
H (-0.975, 3.185, 0.601)
H (-2.484, 2.275, 0.449)
H (-0.227, -2.200, 0.391)
H (-1.913, -2.946, 1.748)
H (-2.502, -1.309, 1.671)
H (-2.435, -1.992, 4.016)
H (-1.200, -0.782, 3.790)
H (-0.879, -3.756, 4.241)
H (-0.015, -2.429, 4.973)
H (0.502, -3.829, 2.349)
H (1.649, -3.231, 3.525)
H (1.804, -1.802, 1.534)
H (1.059, -0.869, 2.817)
F (4.140, 3.436, -1.146)
C (4.277, 2.214, -1.553)
F (3.654, 1.369, -0.674)
F (5.518, 1.864, -1.697)
S (3.316, 1.920, -3.112)
O (1.908, 2.226, -2.592)
O (3.771, 2.596, -4.246)
O (3.231, 0.416, -3.117)

=====

Entry from the OMol25 dataset: C21H39NP2Ru as an isolated structure at a distorted geometry (ωB97M-V/def2-TZVPD).

## Properties
Charge: +2
Maximum force: 3.545 eV/Å
Relative energy (zero: lowest compared OMol25 entry of this formula, charge and spin): 6.200 eV
HOMO energy (alpha / beta): -0.436 / -0.518 Ha
Orbital gap (alpha / beta): 4.1 / 5.7 eV
2S+1: 5

Positions of all 64 atoms, in Å:
P (-3.528, -0.339, -1.677)
P (-4.514, -1.080, 1.207)
C (-4.989, -1.334, -1.392)
C (-5.849, -0.906, -0.157)
H (-4.604, -2.359, -1.234)
H (-5.499, -1.271, -2.353)
H (-6.304, 0.110, -0.222)
H (-6.684, -1.635, -0.042)
C (-5.433, -2.613, 1.876)
H (-4.824, -3.100, 2.632)
H (-5.686, -3.386, 1.150)
H (-6.381, -2.353, 2.368)
C (-5.124, -0.121, 2.654)
H (-6.072, -0.497, 3.060)
H (-5.185, 0.944, 2.445)
H (-4.337, -0.296, 3.396)
C (-3.066, -0.940, -3.295)
H (-2.275, -0.378, -3.809)
H (-4.013, -0.858, -3.827)
H (-2.750, -1.975, -3.242)
C (-4.356, 1.316, -1.914)
H (-5.371, 1.196, -1.575)
H (-4.260, 1.297, -2.964)
H (-3.946, 2.245, -1.504)
Ru (-2.623, 1.030, -0.428)
C (-2.364, -3.192, 2.637)
C (-2.344, -4.533, 2.411)
C (-3.066, -5.203, 1.257)
C (-2.197, -5.912, 0.201)
C (-1.619, -4.981, -0.762)
C (-1.160, -3.752, -0.490)
C (-1.826, -2.596, 0.282)
C (-1.522, -2.261, 1.771)
C (-1.613, 1.612, -2.135)
H (-2.896, -2.724, 3.498)
H (-1.875, -5.195, 3.124)
H (-3.669, -4.445, 0.721)
H (-3.745, -5.942, 1.734)
H (-1.391, -6.495, 0.660)
H (-2.775, -6.682, -0.298)
H (-1.511, -5.281, -1.788)
H (-0.312, -3.369, -1.018)
H (-2.934, -2.722, 0.234)
H (-1.580, -1.637, -0.254)
H (-0.421, -2.355, 1.940)
H (-1.768, -1.189, 1.998)
H (-1.115, 2.595, -2.041)
H (-2.171, 1.545, -3.094)
H (-0.899, 0.770, -2.029)
C (0.914, -0.937, -1.052)
C (0.523, -0.093, 0.126)
C (1.495, 0.141, 1.144)
C (0.992, 1.232, 1.889)
C (-0.268, 1.581, 1.283)
C (-1.095, 2.767, 1.399)
N (-0.572, 0.691, 0.298)
H (0.284, -0.789, -1.929)
H (0.955, -1.983, -0.754)
H (1.951, -0.637, -1.290)
H (2.449, -0.359, 1.223)
H (1.459, 1.773, 2.736)
H (-1.563, 2.829, 2.383)
H (-0.454, 3.653, 1.274)
H (-1.882, 2.780, 0.611)

=====

Entry from the OMol25 dataset: C21H40AsCoN2O6S2Si3 as an isolated structure (ωB97M-V/def2-TZVPD).

## Properties
Charge: 0
Maximum force: 0.528 eV/Å
Relative energy (zero: lowest compared OMol25 entry of this formula, charge and spin): 0.239 eV
HOMO energy (alpha / beta): -0.305 / -0.308 Ha
Orbital gap (alpha / beta): 8.6 / 6.8 eV
2S+1: 5

Positions of all 76 atoms, in Å:
Co (0.005, 0.081, 1.734)
O (-1.903, 0.230, 2.789)
S (-1.551, 1.556, 3.329)
O (-2.086, 1.916, 4.607)
O (-0.079, 1.664, 3.189)
O (-2.152, 2.564, 2.274)
C (-3.653, -3.865, 0.620)
N (-3.070, -2.563, 0.384)
C (-1.822, -2.192, 0.747)
N (-1.097, -3.090, 1.462)
O (-1.364, -1.096, 0.397)
H (-4.610, -3.914, 0.107)
H (-3.840, -4.042, 1.682)
H (-3.017, -4.662, 0.233)
H (-3.576, -1.868, -0.138)
H (-1.560, -3.772, 2.037)
H (-0.169, -2.792, 1.737)
C (-1.360, 0.001, -2.857)
Si (-1.803, 1.443, -1.761)
C (-3.394, 1.166, -0.828)
C (-1.933, 2.978, -2.807)
As (-0.101, 1.637, -0.162)
Si (1.842, 2.673, -0.957)
C (1.535, 4.113, -2.093)
C (2.788, 1.331, -1.832)
C (2.738, 3.246, 0.576)
Si (-2.419, 4.240, 2.553)
C (-1.001, 4.972, 3.492)
C (-2.510, 4.901, 0.823)
C (-4.027, 4.415, 3.438)
H (-2.255, -0.368, -3.365)
H (-0.925, -0.818, -2.282)
H (-0.644, 0.312, -3.620)
H (-4.079, 0.544, -1.412)
H (-3.893, 2.117, -0.632)
H (-3.208, 0.681, 0.132)
H (-2.684, 2.812, -3.586)
H (-0.989, 3.208, -3.299)
H (-2.235, 3.850, -2.225)
H (1.194, 3.800, -3.079)
H (2.479, 4.652, -2.218)
H (0.802, 4.809, -1.681)
H (2.250, 0.984, -2.717)
H (2.926, 0.477, -1.165)
H (3.770, 1.697, -2.143)
H (2.464, 4.277, 0.812)
H (3.820, 3.206, 0.432)
H (2.492, 2.631, 1.443)
H (-0.245, 5.375, 2.816)
H (-0.521, 4.229, 4.133)
H (-1.361, 5.780, 4.133)
H (-1.626, 4.603, 0.252)
H (-2.558, 5.993, 0.826)
H (-3.395, 4.525, 0.306)
H (-3.943, 4.021, 4.453)
H (-4.817, 3.866, 2.922)
H (-4.321, 5.466, 3.496)
C (3.069, -6.678, -2.888)
C (4.453, -7.226, -2.660)
O (4.901, -8.164, -3.262)
S (5.468, -6.553, -1.339)
C (4.477, -5.253, -0.655)
C (4.616, -3.946, -1.112)
C (3.841, -2.932, -0.575)
C (2.920, -3.201, 0.441)
C (2.805, -4.511, 0.911)
C (3.576, -5.526, 0.370)
C (2.105, -2.154, 0.989)
C (1.422, -1.261, 1.457)
H (2.720, -7.039, -3.852)
H (3.040, -5.591, -2.848)
H (2.412, -7.056, -2.102)
H (5.332, -3.729, -1.894)
H (3.947, -1.917, -0.935)
H (2.106, -4.723, 1.709)
H (3.481, -6.539, 0.739)

=====

Entry from the OMol25 dataset: C21H40BaN2O3S2Si3Te as an isolated structure (ωB97M-V/def2-TZVPD).

## Properties
Charge: 0
Maximum force: 0.652 eV/Å
Relative energy (zero: lowest compared OMol25 entry of this formula, charge and spin): 0.079 eV
HOMO energy: -0.288 Ha
Orbital gap: 7.5 eV
2S+1: 1

Positions of all 73 atoms, in Å:
Ba (-0.512, 0.180, 0.138)
O (4.062, 4.229, 0.918)
C (4.634, 3.143, 0.373)
C (6.029, 3.108, 0.305)
C (6.677, 2.022, -0.248)
C (5.949, 0.944, -0.748)
C (4.570, 0.975, -0.675)
C (3.889, 2.059, -0.118)
C (2.402, 2.004, -0.055)
O (1.820, 0.935, -0.441)
N (1.815, 3.090, 0.399)
N (0.432, 3.024, 0.528)
C (-0.136, 4.162, 0.464)
S (-1.885, 4.286, 0.606)
C (-1.850, 6.049, 1.019)
C (-0.779, 6.688, 0.156)
S (0.727, 5.675, 0.250)
H (3.085, 4.084, 0.867)
H (6.576, 3.955, 0.696)
H (7.759, 2.015, -0.295)
H (6.456, 0.097, -1.190)
H (3.975, 0.155, -1.056)
H (-1.628, 6.167, 2.079)
H (-2.835, 6.463, 0.808)
H (-0.524, 7.687, 0.510)
H (-1.103, 6.750, -0.882)
C (-3.927, -1.528, -3.069)
Si (-3.697, -0.848, -1.336)
C (-3.726, 1.050, -1.434)
C (-5.165, -1.403, -0.305)
O (-2.291, -1.258, -0.681)
H (-4.905, -1.259, -3.477)
H (-3.859, -2.619, -3.056)
H (-3.162, -1.155, -3.755)
H (-4.565, 1.423, -2.030)
H (-2.827, 1.457, -1.914)
H (-3.829, 1.523, -0.451)
H (-6.112, -1.213, -0.816)
H (-5.196, -0.897, 0.663)
H (-5.097, -2.477, -0.115)
C (-2.446, -5.426, -2.053)
Si (-0.831, -5.643, -1.140)
C (0.520, -6.143, -2.335)
C (-0.990, -6.959, 0.185)
C (-0.451, -4.004, -0.281)
Te (0.463, -2.532, -1.523)
C (2.492, -3.200, -1.507)
Si (3.282, -3.390, 0.191)
C (2.625, -2.053, 1.330)
C (2.945, -5.094, 0.899)
C (5.130, -3.185, 0.000)
H (-2.659, -6.262, -2.722)
H (-2.420, -4.511, -2.650)
H (-3.273, -5.339, -1.344)
H (0.210, -7.015, -2.916)
H (1.436, -6.410, -1.804)
H (0.746, -5.340, -3.039)
H (-1.286, -7.920, -0.243)
H (-1.740, -6.680, 0.928)
H (-0.039, -7.105, 0.703)
H (0.139, -4.127, 0.628)
H (-1.385, -3.509, -0.002)
H (3.014, -2.377, -2.006)
H (2.587, -4.078, -2.143)
H (1.615, -2.297, 1.672)
H (2.601, -1.092, 0.805)
H (3.259, -1.938, 2.212)
H (1.937, -5.207, 1.301)
H (3.649, -5.296, 1.710)
H (3.092, -5.865, 0.140)
H (5.385, -2.195, -0.384)
H (5.537, -3.930, -0.688)
H (5.631, -3.309, 0.963)

=====

- The highest maximum force belongs to which entry?
  C21H39NP2Ru